{
  "formula": "C29H38N7O3PRe",
  "method": "wB97M-V/def2-TZVPD",
  "total_charge": 4,
  "multiplicity": 4,
  "total_energy_ev": -58642.579,
  "homo_energy_ha": [-0.6853, -0.6941],
  "lumo_ev": [-11.989, -13.769],
  "homo_lumo_gap_ev": [6.66, 5.12],
  "e_above_lowest_kcal_mol": 1.0,
  "symbols": ["Re", "C", "O", "C", "C", "C", "C", "C", "C", "N", "N", "C", "C", "O", "C", "C", "C", "C", "C", "C", "C", "C", "H", "H", "H", "H", "H", "H", "H", "H", "H", "H", "H", "H", "H", "C", "N", "C", "N", "C", "N", "C", "P", "C", "C", "H", "H", "H", "H", "H", "H", "H", "H", "H", "H", "H", "H", "H", "C", "N", "C", "C", "C", "N", "C", "C", "O", "H", "H", "H", "H", "H", "H", "H", "H", "H", "H", "H", "H"],
  "xyz": [[0.1353, 0.2581, -0.4665], [2.6717, -1.3922, -1.7903], [1.2371, -1.2532, -1.5775], [0.3904, -2.2457, -2.0940], [0.8239, -3.2441, -2.9376], [-0.1047, -4.1597, -3.4212], [-1.4481, -4.0717, -3.0678], [-1.8761, -3.0651, -2.2270], [-0.9551, -2.1452, -1.7223], [-1.3139, -1.0619, -0.8738], [-2.5754, -0.9814, -0.5983], [-3.1644, 0.0343, 0.0442], [-2.5090, 1.2696, 0.4444], [-1.2203, 1.4757, 0.2427], [-3.2503, 2.2982, 1.0076], [-4.6169, 2.1592, 1.2107], [-5.3020, 0.9897, 0.8522], [-6.6970, 0.8935, 1.0469], [-7.3929, -0.2496, 0.6592], [-6.7018, -1.2924, 0.0732], [-5.3136, -1.2152, -0.1296], [-4.5928, -0.0847, 0.2589], [3.0105, -2.3309, -1.3555], [3.1360, -0.5431, -1.2973], [2.8878, -1.3652, -2.8553], [1.8578, -3.3323, -3.2382], [0.2300, -4.9407, -4.0907], [-2.1591, -4.7863, -3.4580], [-2.9151, -2.9671, -1.9543], [-2.7402, 3.2200, 1.2566], [-5.1741, 2.9821, 1.6443], [-7.2246, 1.7274, 1.4944], [-8.4622, -0.3125, 0.8084], [-7.2356, -2.1794, -0.2424], [-4.7994, -2.0374, -0.6053], [1.0534, -2.6685, 4.0015], [-0.1697, -1.7269, 4.0523], [0.2482, -0.4523, 4.8258], [1.3830, 0.1398, 4.2117], [2.5127, -0.7917, 4.1817], [2.1579, -1.9914, 3.4190], [2.0603, -1.7710, 1.9896], [0.6867, -0.5514, 1.6912], [-0.6519, -1.3952, 2.6729], [1.1268, 0.7625, 2.9232], [0.7681, -3.5562, 3.4376], [1.2731, -2.9487, 5.0315], [-0.9239, -2.1919, 4.5670], [0.4836, -0.7734, 5.8403], [-0.6100, 0.2185, 4.8463], [2.7748, -1.0767, 5.2001], [3.3768, -0.3089, 3.7295], [1.8580, -2.7066, 1.4642], [3.0010, -1.3677, 1.6114], [-0.9640, -2.3158, 2.1760], [-1.5165, -0.7327, 2.7497], [0.3074, 1.4821, 2.9888], [2.0134, 1.3040, 2.5887], [0.8994, 1.5523, -3.6309], [2.0954, 2.1732, -3.0840], [2.9627, 2.8199, -4.0869], [4.3277, 3.0897, -3.4947], [4.1585, 3.8610, -2.2042], [3.2389, 3.1424, -1.3074], [3.3821, 3.4302, 0.1173], [2.3030, 2.3240, -1.7686], [1.5695, 1.6715, -0.9158], [1.1421, 0.6549, -4.2030], [0.4024, 2.2542, -4.3020], [0.1828, 1.2988, -2.8463], [2.4898, 3.7451, -4.4261], [3.0305, 2.1499, -4.9440], [4.9315, 3.6602, -4.1977], [4.8488, 2.1489, -3.3022], [3.7735, 4.8669, -2.3883], [5.1086, 3.9640, -1.6816], [4.2819, 2.9616, 0.5194], [2.5078, 3.0927, 0.6628], [3.4780, 4.5077, 0.2435]],
  "atomic_forces_ev_per_a": [[0.23, 0.43, -0.27], [0.20, 0.07, -0.03], [-0.36, 0.44, 0.34], [-0.20, -0.15, -0.04], [0.12, -0.03, 0.00], [-0.08, 0.00, 0.00], [0.08, -0.01, -0.02], [0.02, 0.11, 0.12], [0.10, -0.13, -0.09], [0.12, 0.46, 0.43], [-0.29, -0.37, -0.19], [0.41, 0.33, 0.05], [-0.57, -0.21, -0.06], [0.97, -0.38, -0.36], [0.30, -0.01, -0.07], [-0.30, -0.11, 0.01], [0.21, 0.12, 0.02], [-0.13, -0.04, -0.01], [-0.01, 0.04, 0.02], [-0.07, 0.05, 0.03], [0.17, 0.09, 0.01], [-0.11, -0.14, -0.04], [-0.04, 0.00, 0.00], [-0.04, 0.00, 0.01], [-0.05, 0.02, -0.02], [0.00, 0.01, 0.01], [0.00, -0.01, 0.01], [0.00, 0.00, -0.01], [-0.01, -0.04, -0.03], [-0.03, 0.00, 0.02], [0.02, 0.01, 0.00], [-0.01, -0.01, 0.00], [0.00, 0.01, 0.00], [0.02, -0.01, -0.01], [-0.03, -0.02, 0.02], [0.11, -0.06, -0.02], [-0.01, 0.00, 0.05], [0.05, 0.09, 0.04], [0.05, -0.01, 0.07], [-0.04, 0.02, -0.04], [0.09, -0.05, 0.08], [-0.07, 0.10, -0.17], [-0.07, -0.04, 0.06], [-0.02, 0.04, -0.19], [-0.05, -0.02, -0.12], [-0.03, 0.02, -0.02], [-0.04, 0.03, 0.01], [0.00, -0.01, -0.01], [-0.02, -0.04, -0.01], [-0.01, -0.02, -0.04], [-0.02, -0.01, 0.00], [0.01, 0.00, 0.01], [-0.02, 0.00, 0.00], [0.00, 0.01, 0.00], [0.01, 0.00, 0.00], [-0.01, -0.02, 0.04], [0.00, 0.00, 0.02], [0.00, -0.02, -0.02], [0.11, -0.04, -0.11], [-0.08, -0.18, 0.14], [0.06, 0.14, -0.09], [-0.04, -0.05, 0.06], [0.09, 0.11, -0.14], [-0.12, -0.19, 0.11], [0.10, -0.01, 0.06], [0.12, 0.27, -0.32], [-0.58, -0.56, 0.56], [0.01, -0.02, 0.06], [-0.02, 0.01, 0.03], [-0.08, 0.03, 0.01], [-0.03, -0.01, 0.02], [-0.02, -0.02, 0.02], [-0.01, 0.02, 0.00], [0.02, 0.01, -0.02], [-0.04, -0.01, 0.03], [-0.02, -0.03, 0.03], [-0.01, -0.02, -0.04], [-0.01, 0.02, -0.01], [-0.02, 0.00, -0.02]],
  "lowdin_spin": [1.796, 0.008, 0.061, 0.022, 0.000, 0.035, 0.001, 0.023, 0.011, 0.106, -0.107, 0.126, 0.002, 0.144, 0.084, 0.063, 0.014, 0.158, 0.045, 0.061, 0.153, -0.015, 0.001, 0.001, 0.001, 0.000, 0.001, -0.001, 0.001, 0.004, 0.001, 0.005, 0.000, 0.001, 0.007, 0.000, 0.000, 0.000, 0.001, 0.000, 0.003, 0.008, 0.030, 0.004, 0.002, 0.000, 0.000, 0.000, 0.000, 0.000, 0.000, 0.000, 0.000, 0.000, 0.000, 0.001, 0.000, 0.000, -0.002, 0.007, 0.001, 0.000, 0.001, 0.011, 0.001, 0.007, 0.110, 0.000, 0.000, -0.001, 0.000, 0.000, 0.000, 0.000, 0.001, 0.000, 0.000, 0.000, 0.000]
}

{
  "formula": "C29H39AgN4NbOP",
  "method": "wB97M-V/def2-TZVPD",
  "total_charge": 2,
  "multiplicity": 1,
  "total_energy_ev": -53538.106,
  "homo_energy_ha": -0.5122,
  "lumo_ev": -8.591,
  "homo_lumo_gap_ev": 5.35,
  "symbols": ["N", "C", "O", "Ag", "Nb", "N", "N", "C", "C", "C", "C", "C", "C", "C", "C", "H", "H", "H", "H", "H", "H", "H", "H", "H", "H", "H", "H", "H", "H", "H", "H", "H", "H", "C", "H", "H", "H", "C", "H", "H", "H", "N", "P", "C", "C", "C", "C", "C", "C", "C", "C", "C", "C", "C", "C", "C", "C", "C", "C", "C", "C", "H", "H", "H", "H", "H", "H", "H", "H", "H", "H", "H", "H", "H", "H", "H"],
  "xyz": [[-2.9709, 0.2179, -0.6288], [-4.0735, -0.2163, -0.2565], [-4.8506, -0.4773, 0.6516], [-5.4938, -0.8551, -1.6961], [-1.1317, 0.5434, -1.1561], [-1.1266, 2.4902, -0.6794], [-0.7205, -0.1461, -3.0306], [-1.9981, 3.3795, 0.1046], [-0.4263, -1.5122, -3.4855], [-3.3867, 3.3884, -0.5351], [-1.4699, 4.8080, 0.1405], [-2.1010, 2.8062, 1.5161], [-0.8005, -1.6773, -4.9587], [1.0611, -1.8209, -3.2826], [-1.2562, -2.4910, -2.6556], [-3.3242, 3.7617, -1.5643], [-4.0597, 4.0355, 0.0435], [-3.8173, 2.3845, -0.5709], [-0.4912, 4.8724, 0.6235], [-2.1602, 5.4301, 0.7226], [-1.4067, 5.2281, -0.8682], [-2.6121, 1.8348, 1.5097], [-2.6652, 3.4907, 2.1633], [-1.0992, 2.6592, 1.9364], [-1.8303, -1.3478, -5.1237], [-0.7362, -2.7337, -5.2433], [-0.1375, -1.1152, -5.6214], [1.6991, -1.1534, -3.8739], [1.2682, -2.8573, -3.5807], [1.3441, -1.7157, -2.2270], [-0.9778, -2.4561, -1.5945], [-1.0766, -3.5102, -3.0229], [-2.3272, -2.2605, -2.7503], [-0.4622, 0.9494, -3.9738], [-0.8624, 1.8919, -3.5717], [0.6115, 1.0996, -4.1851], [-0.9802, 0.7797, -4.9279], [0.1628, 2.9671, -1.1918], [0.7965, 3.4122, -0.4044], [0.7396, 2.1145, -1.6086], [0.0395, 3.6968, -2.0126], [-0.2250, -0.4995, 0.0692], [0.8330, -0.8564, 1.2121], [2.3656, -1.3144, 0.4065], [2.7814, -2.6603, 0.4165], [3.9651, -3.0200, -0.2233], [4.6994, -2.0691, -0.9328], [4.2326, -0.7538, -1.0233], [3.0532, -0.3786, -0.3825], [1.0287, 0.5027, 2.3693], [2.0578, 1.4404, 2.2405], [2.1597, 2.4868, 3.1536], [1.2497, 2.5969, 4.2118], [0.2202, 1.6627, 4.3381], [0.0969, 0.6262, 3.4185], [0.4070, -2.2260, 2.2823], [1.2875, -2.5109, 3.3436], [1.0181, -3.5696, 4.2073], [-0.1245, -4.3540, 4.0183], [-0.9961, -4.0693, 2.9626], [-0.7457, -3.0035, 2.0941], [2.1845, -3.4107, 0.9329], [4.3095, -4.0521, -0.1610], [5.6290, -2.3526, -1.4293], [4.7911, -0.0058, -1.5909], [2.6677, 0.6367, -0.4911], [2.7975, 1.3333, 1.4457], [2.9675, 3.2106, 3.0538], [1.3421, 3.4094, 4.9343], [-0.4854, 1.7272, 5.1707], [-0.7021, -0.1107, 3.5210], [2.1824, -1.8999, 3.4931], [1.7064, -3.7804, 5.0250], [-0.3323, -5.1835, 4.6961], [-1.8841, -4.6839, 2.8109], [-1.4284, -2.7636, 1.2769]],
  "atomic_forces_ev_per_a": [[-5.32, -2.22, -0.31], [4.05, 1.73, 4.23], [-0.04, -0.10, -2.73], [-0.93, -0.39, -0.81], [2.83, 0.69, -0.55], [0.73, -1.70, -1.19], [-0.63, 1.45, 1.58], [-0.46, -0.11, 0.29], [0.39, -0.37, 0.02], [-0.20, 0.26, -0.18], [0.05, 0.16, 0.07], [0.12, 0.16, 0.30], [-0.07, -0.09, -0.11], [0.21, -0.13, 0.09], [0.00, -0.13, 0.08], [-0.07, 0.04, 0.17], [0.13, -0.15, -0.21], [0.05, 0.27, 0.10], [-0.10, 0.02, -0.05], [0.13, -0.14, -0.16], [0.03, 0.01, 0.16], [0.07, 0.11, 0.02], [0.12, -0.22, -0.09], [-0.18, 0.08, 0.01], [0.03, -0.04, -0.09], [0.03, 0.21, 0.10], [-0.09, -0.09, 0.07], [-0.13, -0.14, 0.04], [0.02, 0.27, -0.02], [-0.12, -0.01, -0.18], [-0.02, -0.01, -0.16], [-0.15, 0.23, 0.18], [0.13, -0.09, -0.05], [0.00, 0.08, -0.28], [0.11, -0.09, -0.04], [-0.31, -0.15, 0.08], [0.14, 0.12, 0.29], [-0.13, 0.40, 0.08], [-0.20, -0.31, -0.29], [0.05, 0.00, -0.04], [0.14, -0.30, 0.27], [-1.17, 0.61, -1.16], [0.73, -0.19, 0.95], [0.12, -0.30, -0.56], [0.11, 0.49, 0.16], [-0.04, 0.00, -0.12], [-0.13, 0.09, 0.10], [-0.07, 0.13, -0.07], [0.24, -0.29, 0.15], [0.03, 0.40, 0.22], [-0.03, -0.02, 0.04], [-0.08, 0.13, 0.21], [0.07, -0.09, -0.31], [-0.10, -0.05, 0.09], [0.27, -0.07, -0.19], [-0.50, -0.53, 0.14], [-0.17, -0.01, -0.07], [-0.03, 0.08, -0.16], [-0.01, 0.22, -0.25], [-0.08, -0.04, 0.02], [0.46, 0.10, 0.21], [0.28, 0.18, -0.04], [-0.08, 0.27, -0.10], [-0.29, 0.10, 0.18], [-0.17, -0.31, 0.13], [0.20, -0.23, 0.02], [-0.19, 0.13, 0.36], [-0.18, -0.18, 0.05], [0.01, -0.26, -0.22], [0.24, 0.02, -0.31], [0.21, 0.22, 0.05], [-0.28, -0.20, -0.03], [-0.20, 0.03, -0.20], [0.04, 0.25, -0.24], [0.24, 0.17, 0.09], [0.16, -0.14, 0.20]],
  "lowdin_charge": [-0.077, -0.537, 0.090, 0.993, 1.694, -0.274, -0.263, -0.656, -0.667, -0.050, -0.040, -0.034, -0.048, -0.029, -0.068, 0.092, 0.102, 0.033, 0.087, 0.103, 0.094, 0.068, 0.103, 0.070, 0.090, 0.101, 0.090, 0.091, 0.102, 0.058, 0.050, 0.099, 0.064, -0.140, 0.061, 0.101, 0.085, -0.154, 0.095, 0.054, 0.098, -0.377, 0.858, -0.298, -0.060, -0.049, -0.045, -0.058, -0.112, -0.303, -0.073, -0.056, -0.049, -0.065, -0.089, -0.342, -0.079, -0.046, -0.046, -0.062, -0.073, 0.109, 0.120, 0.121, 0.118, 0.091, 0.091, 0.116, 0.120, 0.121, 0.117, 0.128, 0.120, 0.120, 0.113, 0.093]
}